P) This record from the Open Molecules 2025 dataset describes the ion C4H5N2 with charge +1. The level of theory is wB97M-V/def2-TZVPD.

Summary:
total charge	+1
spin multiplicity	1
orbital gap	8.80	eV
SMILES string	C=[NH+]/C=C1C=N\1

Last column: Löwdin charge in e.
Atoms and positions in Å:
C1 -0.33 -0.97 0.64  0.147
N1 0.76 -0.63 0.11  0.030
C2 0.96 0.50 -0.64  -0.070
C3 0.20 1.53 -0.89  -0.198
C4 -0.90 2.37 -0.98  0.073
N2 0.14 2.70 -1.66  0.280
H1 -1.04 -0.15 0.66  0.116
H2 -0.47 -1.93 1.25  0.157
H3 1.49 -1.35 0.29  0.206
H4 1.96 0.53 -0.82  0.108
H5 -1.98 2.49 -0.79  0.150



Q) This record from the Open Molecules 2025 dataset describes a structure of composition C4H5N2. The level of theory is wB97M-V/def2-TZVPD.

Summary:
total charge	+1
spin multiplicity	1
orbital gap (spin up / spin down)	8.38 / 7.85	eV

Last column: Löwdin charge in e.
Atoms and positions in Å:
C1 -2.50 0.57 -0.14  0.245
C2 -2.42 -0.77 -0.03  0.074
C3 -1.04 -0.64 0.36  0.036
C4 0.96 0.95 -0.05  0.054
N1 -1.31 1.41 -0.42  0.189
N2 -0.46 0.55 0.00  -0.189
H1 -2.94 -1.63 0.16  0.114
H2 -0.65 -1.33 0.99  0.124
H3 1.24 0.69 -1.04  0.097
H4 0.96 2.03 0.09  0.101
H5 1.70 0.62 0.80  0.155



Which structure loses on stability? Q) does.



P) This record from the Open Molecules 2025 dataset describes a structure of composition C4H6N2O. The level of theory is wB97M-V/def2-TZVPD.

Summary:
total charge	0
spin multiplicity	1
orbital gap	8.47	eV

Last column: Löwdin charge in e.
Atoms and positions in Å:
N1 -2.20 0.50 -0.20  0.047
C1 -0.89 0.31 -0.26  -0.424
C2 -0.70 -1.11 0.00  -0.166
N2 0.66 -1.16 0.49  0.074
C3 1.23 0.04 0.28  -0.390
O1 2.51 0.19 0.64  0.106
C4 0.35 1.00 -0.24  0.022
H1 -2.65 1.28 -0.68  0.071
H2 -2.12 -0.77 0.22  0.181
H3 -0.79 -1.69 -0.93  0.109
H4 1.21 -1.98 0.67  0.148
H5 2.79 1.10 0.44  0.121
H6 0.55 2.06 -0.32  0.101



Q) This record from the Open Molecules 2025 dataset describes an isolated molecule of C4H6N2O. The level of theory is wB97M-V/def2-TZVPD.

Summary:
total charge	0
spin multiplicity	1
orbital gap	10.27	eV
SMILES string	O=CN1C=NCC1

Last column: Löwdin charge in e.
Atoms and positions in Å:
O1 2.57 -0.38 0.01  0.024
C1 1.68 0.47 0.00  -0.314
N1 0.34 0.20 -0.09  -0.055
C2 -0.27 -1.08 0.04  -0.149
N2 -1.52 -1.12 0.02  0.062
C3 -1.99 0.28 -0.01  -0.184
C4 -0.76 1.21 0.04  -0.103
H1 1.86 1.58 0.02  0.146
H2 0.38 -1.93 -0.01  0.124
H3 -2.57 0.35 -0.95  0.114
H4 -2.67 0.46 0.79  0.095
H5 -0.70 1.88 -0.82  0.110
H6 -0.60 1.79 1.00  0.131



Which structure loses on stability? P) does.